Entry 1:
The following is a quantum chemistry calculation of C3H11N3O in the gas phase in a non-equilibrium geometry, from the Open Molecules 2025 dataset.

Atoms and positions in Å:
C  -0.294716  0.607600  0.645633
C  0.526191  -0.882282  -0.113304
C  1.059089  -0.764981  -1.521006
N  0.445914  1.776943  0.785445
N  -0.810130  0.173769  1.864910
N  -1.272320  0.642238  -0.322810
O  -0.328577  -1.982182  0.113607
H  -0.351970  -2.575119  -0.656356
H  1.356648  -0.987458  0.589924
H  0.830983  2.226985  -0.041431
H  0.350400  2.328893  1.629913
H  -0.244892  -0.365542  2.509742
H  -1.764482  -0.162641  1.917664
H  -1.252283  0.431579  -1.310905
H  -1.828584  1.768155  -0.425865
H  0.240291  -0.712016  -2.245331
H  1.655141  -1.647915  -1.781611
H  1.683297  0.123975  -1.638221

Cartesian forces (eV/Å) of the 2 atoms listed first:
1.4 -3.5 -2.6
0.5 1.6 2.1

Its SMILES is C[C@H](O)C(N)(N)N. The spin multiplicity is 1. Its frontier orbital gap is 8.58 eV. As for the charge: 0.



Entry 2:
The following is a quantum chemistry calculation of 2 unconnected molecules or ions with the total composition C3H11N3O, from the Open Molecules 2025 dataset.

Atoms and positions in Å:
N  1.908178  1.244341  1.809735
C  2.000337  -0.172972  1.950929
O  1.283689  -0.602148  3.123541
H  0.926614  1.519161  1.784181
H  2.292783  1.653126  2.650303
H  1.572542  -0.669488  1.080735
H  3.049693  -0.456531  2.041836
H  1.354588  -1.566483  3.162489
C  -0.356972  0.209693  -0.772772
N  -2.633901  0.290910  -2.420139
C  -1.693855  -0.816052  -2.405794
N  -0.679729  -0.890334  -1.671256
H  0.703049  0.432791  -0.883565
H  -0.553808  -0.072984  0.260399
H  -0.940400  1.094931  -1.026683
H  -2.760643  0.585611  -3.388361
H  -3.533534  -0.149897  -2.212405
H  -1.938632  -1.633672  -3.083174

Cartesian forces (eV/Å) of the 2 atoms listed first:
-0.3 -0.1 0.1
-0.2 -0.1 0.1

Its SMILES is C/N=C\N.NCO. The spin multiplicity is 1. Its frontier orbital gap is 10.46 eV. As for the charge: 0.



The records above give, respectively, energy above the lowest of the compared OMol25 structures with the same formula, charge and spin values of 303.3, 182.2 kJ/mol.